No. 1
This record from OMol25 describes a structure of composition C25H21MnN6O2S. The level of theory is ωB97M-V/def2-TZVPD.

The calculation puts the total energy at -81429.333 eV. As for the net charge: +3. The multiplicity is 4. As for the lowest unoccupied orbital energy (alpha / beta): -0.37757 / -0.37431 Eh.

Last column: Löwdin charge in e.
Cartesian coordinates (Å):
1 Mn 2.33 1.43 0.26  0.56
2 C -7.46 -5.23 2.27  0.01
3 O -7.95 -4.12 1.53  0.04
4 C -7.19 -3.38 0.79  -0.20
5 C -7.80 -2.29 0.11  0.07
6 C -7.05 -1.41 -0.60  0.07
7 C -5.63 -1.55 -0.67  -0.21
8 C -5.04 -2.73 -0.10  0.06
9 C -5.79 -3.61 0.61  0.05
10 N -4.91 -0.56 -1.11  0.19
11 N -3.75 -0.29 -1.33  0.18
12 C -2.68 0.21 -0.78  -0.16
13 C -2.63 0.43 0.64  0.08
14 C -1.49 0.84 1.27  0.07
15 C -0.32 1.06 0.52  -0.22
16 O 0.82 1.45 0.99  -0.11
17 C -0.33 0.85 -0.90  -0.13
18 N 0.88 0.99 -1.50  0.09
19 C 0.91 0.89 -2.82  -0.05
20 C -0.23 0.65 -3.59  0.03
21 C -1.45 0.43 -2.98  0.05
22 C -1.51 0.49 -1.58  -0.05
23 H -8.30 -5.59 2.87  0.12
24 H -6.64 -4.94 2.93  0.11
25 H -7.13 -6.03 1.60  0.12
26 H -8.87 -2.18 0.20  0.15
27 H -7.51 -0.57 -1.09  0.14
28 H -3.98 -2.91 -0.25  0.13
29 H -5.33 -4.48 1.04  0.13
30 H -3.53 0.27 1.21  0.14
31 H -1.46 0.99 2.34  0.15
32 H 1.88 0.98 -3.30  0.14
33 H -0.16 0.63 -4.67  0.13
34 H -2.33 0.21 -3.56  0.14
35 C 5.50 5.57 -0.20  -0.01
36 N 5.90 4.22 0.10  -0.11
37 C 7.15 3.81 0.45  0.01
38 C 7.10 2.47 0.64  0.01
39 N 5.81 2.04 0.40  0.03
40 C 5.08 3.16 0.07  -0.59
41 S 3.43 3.29 -0.36  0.80
42 C 5.34 0.73 0.52  -0.18
43 C 6.23 -0.30 0.86  0.05
44 C 5.76 -1.58 1.05  0.01
45 C 4.39 -1.83 0.90  -0.01
46 C 3.59 -0.79 0.53  -0.10
47 N 4.03 0.48 0.33  -0.02
48 H 6.37 6.22 -0.12  0.11
49 H 4.74 5.91 0.50  0.11
50 H 5.10 5.63 -1.21  0.10
51 H 7.98 4.47 0.55  0.15
52 H 7.90 1.82 0.94  0.13
53 H 7.28 -0.12 0.97  0.12
54 H 6.43 -2.38 1.32  0.14
55 H 3.98 -2.82 1.05  0.13
56 H 2.51 -0.95 0.36  0.12


No. 2
This record from OMol25 describes a cluster of 3 separate species, C2H9OS in total. The level of theory is ωB97M-V/def2-TZVPD.

The calculation puts the total energy at -15093.506 eV. As for the net charge: +1. The energy relative to the best compared isomer or geometry (same formula, charge and spin) comes out at 194.0 kJ/mol. As for the lowest unoccupied orbital energy: -0.22506 Eh.

Last column: Löwdin charge in e.
Cartesian coordinates (Å):
1 O -0.27 -0.78 2.79  -0.05
2 H 0.16 -0.93 3.64  0.07
3 H -1.17 1.59 -4.91  0.01
4 H -1.17 -0.48 2.97  0.06
5 C -0.40 0.58 -0.05  -0.09
6 C 0.68 -0.36 0.25  -0.48
7 S 1.38 -1.43 -0.75  1.10
8 H -1.35 0.05 -0.08  0.12
9 H -0.42 0.95 -1.08  0.11
10 H -0.41 1.42 0.65  0.11
11 H -0.48 1.48 -4.65  0.00
12 H 1.17 -0.11 1.17  0.07
13 H 2.31 -1.99 0.06  -0.03


No. 3
This record from OMol25 describes a cluster of 2 separate species, C8H12N3S2 in total. The level of theory is ωB97M-V/def2-TZVPD.

The calculation puts the total energy at -34619.481 eV. As for the net charge: +1. The energy relative to the best compared isomer or geometry (same formula, charge and spin) comes out at 315.1 kJ/mol. As for the lowest unoccupied orbital energy: -0.13151 Eh.

Last column: Löwdin charge in e.
Cartesian coordinates (Å):
1 C -2.85 0.76 1.25  -0.16
2 C -2.11 0.11 0.22  -0.29
3 C -2.78 2.11 1.20  -0.32
4 C -1.35 0.88 -0.54  -0.37
5 C 0.80 -1.87 0.44  -0.85
6 C 0.88 -0.72 -1.48  -0.26
7 C 0.83 -0.25 -2.87  0.04
8 C 2.22 -0.23 1.84  -0.03
9 N 0.47 -1.85 -0.90  0.16
10 N 1.65 -0.80 0.70  -0.09
11 N 1.64 -0.03 -0.56  0.19
12 S 0.53 -3.19 1.33  0.74
13 S -1.79 2.61 -0.24  1.07
14 H -3.51 0.21 1.97  0.14
15 H -2.04 -0.99 0.19  0.09
16 H -3.30 2.79 1.82  0.07
17 H 1.79 0.09 -3.05  0.08
18 H 0.10 0.53 -2.89  0.07
19 H 0.57 -1.03 -3.62  0.13
20 H 1.93 0.79 2.04  0.09
21 H 2.26 -0.83 2.70  0.08
22 H 3.36 -0.10 1.53  0.15
23 H -0.12 -2.49 -1.33  0.15
24 H 1.80 0.93 -0.59  0.15
25 H -1.00 2.58 0.82  -0.01


No. 4
This record from OMol25 describes a structure of composition C25H42FLaN3O5S2. The level of theory is ωB97M-V/def2-TZVPD.

The calculation puts the total energy at -66522.678 eV. As for the net charge: +3. As for the lowest unoccupied orbital energy: -0.47962 Eh.

Last column: Löwdin charge in e.
Cartesian coordinates (Å):
1 C 1.45 1.06 4.32  0.10
2 C 1.49 1.73 3.16  -0.03
3 C 1.35 1.08 1.76  -0.40
4 C 2.40 1.79 0.85  -0.07
5 C 2.05 1.91 -0.65  -0.37
6 C 3.15 1.30 -1.57  -0.05
7 C 2.02 3.42 -0.98  -0.07
8 C 1.72 -0.42 1.87  -0.10
9 N 2.06 -1.02 0.57  -0.10
10 C 2.96 -2.13 0.81  -0.13
11 C 2.37 -3.36 1.61  -0.08
12 C 2.21 -4.62 0.79  -0.26
13 F 0.77 -4.91 0.70  -0.18
14 C 0.87 -1.42 -0.15  -0.12
15 C 1.09 -2.18 -1.46  -0.16
16 O 2.23 -1.78 -2.18  0.00
17 C 2.50 -2.72 -3.14  -0.52
18 C 3.71 -3.64 -2.91  0.03
19 O 1.82 -2.88 -4.10  0.20
20 O 0.02 1.06 1.27  -0.06
21 C -0.62 2.30 1.19  -0.31
22 C -1.59 2.19 0.00  -0.14
23 C -1.65 3.41 -0.91  -0.21
24 C -2.94 3.33 -1.74  -0.40
25 S -2.93 1.95 -2.92  1.05
26 C -3.29 0.48 -2.07  -1.08
27 S -2.64 -0.88 -2.72  0.77
28 N -4.10 0.44 -0.92  -0.17
29 C -3.53 -0.37 0.16  -0.21
30 C -4.29 0.03 1.43  -0.17
31 O -5.66 0.26 1.17  -0.10
32 C -6.10 -0.57 0.12  -0.17
33 C -5.41 -0.19 -1.20  -0.13
34 N -1.42 2.55 2.43  0.18
35 C -1.79 3.72 2.50  -0.28
36 O -2.08 4.86 2.49  0.21
37 H 2.31 1.08 4.98  0.10
38 H 0.61 0.46 4.64  0.10
39 H 1.62 2.81 3.14  0.13
40 H 2.65 2.74 1.30  0.12
41 H 3.31 1.20 0.93  0.12
42 H 1.12 1.44 -0.94  0.11
43 H 3.74 2.11 -1.99  0.08
44 H 2.67 0.80 -2.41  0.07
45 H 3.83 0.64 -1.03  0.07
46 H 2.99 3.82 -0.69  0.09
47 H 1.90 3.61 -2.04  0.09
48 H 1.29 3.97 -0.39  0.06
49 H 2.54 -0.49 2.57  0.13
50 H 0.83 -0.95 2.25  0.14
51 H 3.82 -1.79 1.39  0.14
52 H 3.39 -2.51 -0.12  0.10
53 H 3.04 -3.59 2.44  0.14
54 H 1.40 -3.16 2.07  0.13
55 H 2.58 -4.43 -0.27  0.00
56 H 2.70 -5.49 1.27  0.15
57 H 0.26 -0.56 -0.41  0.12
58 H 0.21 -2.04 0.49  0.14
59 H 0.22 -1.96 -2.08  0.12
60 H 1.11 -3.29 -1.35  0.05
61 H 3.37 -4.67 -3.09  0.04
62 H 4.49 -3.44 -3.64  0.13
63 H 4.14 -3.50 -1.92  0.08
64 H 0.06 3.15 1.09  0.15
65 H -1.24 1.37 -0.62  0.09
66 H -2.60 1.98 0.34  0.09
67 H -1.56 4.37 -0.40  0.13
68 H -0.83 3.37 -1.63  0.10
69 H -3.81 3.22 -1.09  0.10
70 H -3.10 4.24 -2.31  0.10
71 H -3.62 -1.44 -0.02  0.11
72 H -2.48 -0.18 0.36  0.10
73 H -4.17 -0.74 2.20  0.13
74 H -3.92 0.96 1.86  0.12
75 H -5.85 -1.60 0.41  0.12
76 H -7.18 -0.55 0.01  0.14
77 H -6.05 0.47 -1.78  0.13
78 H -5.31 -1.12 -1.77  0.11
79 La 1.54 -5.92 -1.34  2.10


No. 5
This record from OMol25 describes an isolated molecule of C6H10ClF. The level of theory is ωB97M-V/def2-TZVPD.

The calculation puts the total energy at -21621.722 eV. The SMILES is C/C(=C(/F)Cl)C(C)C. The energy relative to the best compared isomer or geometry (same formula, charge and spin) comes out at 206.3 kJ/mol. As for the lowest unoccupied orbital energy: 0.02924 Eh.

Last column: Löwdin charge in e.
Cartesian coordinates (Å):
1 C -1.23 -0.78 1.08  -0.07
2 C -0.47 -0.62 -0.20  -0.42
3 C -1.29 0.10 -1.32  -0.02
4 C 0.80 0.06 -0.18  -0.38
5 C 0.91 1.39 0.24  -0.13
6 C 1.98 -0.63 -0.21  -0.61
7 H -1.58 0.23 1.54  0.11
8 H -2.18 -1.30 0.87  0.08
9 H -0.73 -1.45 1.79  0.09
10 H -0.16 -1.59 -0.28  0.09
11 H -1.45 1.19 -1.01  0.09
12 H -2.38 -0.20 -1.25  0.10
13 H -0.64 0.05 -2.14  0.06
14 H 0.24 2.18 -0.21  0.09
15 H 0.67 1.41 1.47  0.16
16 H 1.95 1.93 0.21  0.08
17 F 1.97 -1.99 -0.34  -0.01
18 Cl 3.59 0.02 -0.05  0.70


No. 6
This record from OMol25 describes a structure of composition C2H5O3S3. The level of theory is ωB97M-V/def2-TZVPD.

The calculation puts the total energy at -40802.544 eV. As for the net charge: -1. The energy relative to the best compared isomer or geometry (same formula, charge and spin) comes out at 196.7 kJ/mol. As for the lowest unoccupied orbital energy: 0.12421 Eh.

Last column: Löwdin charge in e.
Cartesian coordinates (Å):
1 C 1.26 -0.44 -0.43  -0.18
2 C 0.45 0.79 0.07  -1.37
3 O -2.41 1.27 1.19  -0.33
4 O -1.56 -1.22 0.42  -0.43
5 O -2.46 0.39 -1.21  -0.40
6 S 0.30 0.90 1.91  0.69
7 S 0.46 2.18 -0.84  0.43
8 S -1.52 0.14 -0.11  0.64
9 H 1.54 -0.25 -1.40  0.02
10 H 0.46 -1.30 -0.47  0.10
11 H 2.02 -0.84 0.12  0.03
12 H -0.25 -0.31 1.88  -0.14
13 H -2.90 1.66 0.50  -0.05


No. 7
This record from OMol25 describes an isolated molecule of C5H3NO. The level of theory is ωB97M-V/def2-TZVPD.

The calculation puts the total energy at -8766.929 eV. The SMILES is N#CC1(C=O)C=C1. The energy relative to the best compared isomer or geometry (same formula, charge and spin) comes out at 296.9 kJ/mol. As for the lowest unoccupied orbital energy: 0.00287 Eh.

Last column: Löwdin charge in e.
Cartesian coordinates (Å):
1 C -2.33 0.97 -0.06  -0.17
2 C 0.15 0.46 0.67  0.12
3 C 0.01 0.84 -0.55  0.06
4 C -1.40 -1.35 -0.17  -0.26
5 C -1.16 0.12 -0.02  -0.38
6 N -3.23 1.66 -0.20  0.17
7 O -2.20 -2.06 0.31  0.10
8 H 0.60 0.24 1.57  0.10
9 H 0.15 1.45 -1.33  0.09
10 H -0.39 -1.89 -0.63  0.16


No. 8
This record from OMol25 describes a structure of composition C40H49F2Si4. The level of theory is ωB97M-V/def2-TZVPD.

The calculation puts the total energy at -79216.441 eV. As for the net charge: +1. As for the lowest unoccupied orbital energy: -0.12193 Eh.

Last column: Löwdin charge in e.
Cartesian coordinates (Å):
1 F 4.46 4.92 1.19  0.03
2 C 3.21 4.72 1.73  -0.27
3 C 3.09 3.89 2.85  0.00
4 C 1.81 3.44 3.18  -0.03
5 C 0.71 3.90 2.44  -0.22
6 C -0.43 2.98 2.16  -0.14
7 C -1.80 3.56 2.02  -0.23
8 C -2.76 3.46 3.05  -0.02
9 C -4.00 4.08 2.90  0.00
10 C -4.26 4.76 1.71  -0.25
11 F -5.45 5.44 1.57  0.03
12 C -3.34 4.81 0.66  0.00
13 C -2.13 4.16 0.82  -0.07
14 C 0.85 4.99 1.57  -0.02
15 C 2.13 5.36 1.13  0.00
16 H 3.97 3.57 3.41  0.12
17 H 1.69 2.68 3.97  0.10
18 H -0.48 2.11 2.84  0.13
19 H -2.53 2.90 3.97  0.12
20 H -4.75 4.05 3.69  0.12
21 H -3.58 5.34 -0.26  0.12
22 H -1.42 4.12 -0.01  0.12
23 H -0.04 5.44 1.13  0.11
24 H 2.25 6.09 0.34  0.12
25 C 1.48 1.59 0.00  -0.15
26 Si 1.86 0.79 -1.63  0.54
27 C 1.75 2.00 -3.07  -0.17
28 C 3.71 0.48 -1.39  -0.26
29 C 4.22 -0.71 -1.90  -0.12
30 C 5.56 -1.05 -1.65  -0.09
31 C 6.37 -0.22 -0.88  -0.08
32 C 5.86 0.99 -0.40  -0.07
33 C 4.54 1.36 -0.68  -0.08
34 C 0.90 -0.81 -1.97  -0.27
35 Si -0.74 -1.62 -1.46  0.66
36 H -0.15 2.60 1.18  0.06
37 C -2.32 -0.92 -1.97  -0.27
38 Si -2.35 -2.30 -3.23  0.48
39 C -2.56 -1.59 -4.94  -0.15
40 C -0.77 -3.34 -3.19  -0.18
41 C -3.77 -3.47 -2.81  -0.26
42 C -3.66 -4.85 -3.04  -0.09
43 C -4.76 -5.68 -2.82  -0.07
44 C -5.96 -5.15 -2.32  -0.06
45 C -6.04 -3.79 -2.01  -0.07
46 C -4.95 -2.94 -2.26  -0.09
47 C -0.71 -2.71 0.09  -0.29
48 Si -0.45 -2.36 1.95  0.53
49 C -1.90 -1.47 2.72  -0.17
50 C -0.26 -4.05 2.75  -0.17
51 C 1.16 -1.47 2.36  -0.27
52 C 1.25 -0.61 3.47  -0.09
53 C 2.43 0.09 3.72  -0.09
54 C 3.57 -0.13 2.95  -0.07
55 C 3.54 -1.11 1.96  -0.08
56 C 2.34 -1.77 1.66  -0.11
57 H 0.45 1.92 -0.16  0.02
58 H 1.55 0.87 0.82  0.04
59 H 2.11 2.45 0.28  0.05
60 H 0.71 2.28 -3.29  0.03
61 H 2.34 2.91 -2.83  0.05
62 H 2.20 1.53 -3.97  0.04
63 H 3.57 -1.38 -2.47  0.09
64 H 5.94 -1.99 -2.06  0.11
65 H 7.39 -0.51 -0.67  0.11
66 H 6.48 1.65 0.22  0.11
67 H 4.16 2.32 -0.33  0.10
68 H 0.80 -0.83 -3.08  0.04
69 H 1.60 -1.62 -1.70  0.03
70 H -3.16 -0.97 -1.25  0.06
71 H -2.32 0.09 -2.42  0.08
72 H -1.72 -0.94 -5.19  0.05
73 H -2.63 -2.40 -5.68  0.05
74 H -3.50 -1.02 -4.97  0.06
75 H 0.17 -2.86 -3.51  0.05
76 H -0.60 -4.00 -2.33  0.06
77 H -0.96 -4.05 -4.01  0.09
78 H -2.72 -5.28 -3.39  0.10
79 H -4.68 -6.75 -3.02  0.11
80 H -6.82 -5.80 -2.14  0.11
81 H -6.95 -3.37 -1.57  0.11
82 H -5.02 -1.87 -2.03  0.10
83 H -1.68 -3.26 0.08  0.06
84 H 0.07 -3.46 -0.16  0.05
85 H -2.84 -2.01 2.55  0.04
86 H -1.76 -1.38 3.80  0.04
87 H -2.01 -0.46 2.31  0.03
88 H -1.13 -4.70 2.59  0.04
89 H 0.63 -4.57 2.36  0.04
90 H -0.12 -3.94 3.84  0.05
91 H 0.41 -0.50 4.16  0.10
92 H 2.45 0.82 4.54  0.10
93 H 4.48 0.45 3.13  0.11
94 H 4.44 -1.36 1.41  0.10
95 H 2.32 -2.54 0.88  0.10